Formula: C6H9N3O
Source: the OMol25 dataset
Level of theory: the ωB97M-V functional and the def2-TZVPD basis

Last column: Mulliken charge in e.
CARTESIAN COORDINATES (ANGSTROEM)
C  -0.1618  1.9750  0.1325  0.445
C  -1.2695  1.2956  0.5570  0.447
C  0.8325  1.1534  -0.6997  0.582
C  -0.0549  -0.4189  0.7685  -0.217
C  -0.9879  -1.6867  0.6313  -1.155
C  1.5462  -1.1348  -1.0569  -0.972
N  0.2226  3.1333  0.5030  -0.739
N  -2.4950  1.1266  0.6446  -0.684
N  0.7297  -0.1523  -0.3719  0.067
O  1.6623  1.6968  -1.3654  -0.621
H  0.4071  -0.2779  1.7812  0.355
H  -2.0219  -1.4740  0.5845  0.311
H  -0.8529  -2.3558  1.5175  0.243
H  -0.9544  -2.1536  -0.3582  0.339
H  1.7146  -0.8467  -2.1597  0.282
H  2.5044  -1.4939  -0.7139  0.321
H  0.9524  -2.0169  -1.1093  0.368
H  0.9316  3.5158  -0.0907  0.286
H  -2.7051  0.1152  0.8056  0.344

Cartesian forces (eV/Å) of the 3 atoms listed first:
C 2.7737 3.2178 -0.9824
C -0.8735 -5.6290 1.7902
C -0.6710 0.1665 0.8632

Results
Energy relative to the best compared isomer or geometry (same formula, charge and spin): 88.4 kcal per mole
Max |F|: 6.0 eV/Å



Formula: C6H11Cl4N
Source: the OMol25 dataset
Level of theory: the ωB97M-V functional and the def2-TZVPD basis

Last column: Mulliken charge in e.
CARTESIAN COORDINATES (ANGSTROEM)
C  -1.3501  -0.6093  3.2966  -1.130
C  -1.9104  0.2028  2.1399  -0.372
C  -2.0127  -0.6242  0.8240  -0.431
C  -0.6653  -0.9381  0.2725  0.210
N  0.3948  -1.1899  -0.0536  -0.395
H  -1.3641  -0.1595  4.2575  0.356
H  -0.3071  -0.8164  3.0878  0.310
H  -1.9378  -1.5260  3.3984  0.294
H  -1.3149  1.0786  1.9411  0.317
H  -2.9252  0.4898  2.3733  0.294
H  -2.5073  -0.0657  -0.0006  0.244
H  -2.5165  -1.5665  0.9567  0.336
C  3.1170  0.5677  -0.7208  -0.045
Cl  3.6271  -0.7425  -1.7561  -0.143
Cl  3.7974  2.1146  -1.2369  -0.165
H  2.0425  0.6394  -0.7175  0.004
H  3.4574  0.2775  0.2557  0.324
C  0.5575  0.5461  -3.5481  -0.007
Cl  1.1506  0.7594  -5.1911  -0.165
Cl  -1.1872  0.7887  -3.3630  -0.172
H  0.7980  -0.4976  -3.2674  0.241
H  1.0561  1.2714  -2.9482  0.094

Cartesian forces (eV/Å) of the 3 atoms listed first:
C 0.0624 -0.6579 -0.9872
C -0.4656 -0.7219 -0.3422
C 1.0758 0.8303 -0.8165

Results
Energy relative to the best compared isomer or geometry (same formula, charge and spin): 0.0 kcal per mole
Max |F|: 2.1 eV/Å



Formula: C4H8N2O
Source: the OMol25 dataset
Level of theory: the ωB97M-V functional and the def2-TZVPD basis

Last column: Mulliken charge in e.
CARTESIAN COORDINATES (ANGSTROEM)
C  -0.7429  -1.4527  -0.4594  -1.126
C  0.5780  0.6520  0.2150  0.460
C  -1.6791  0.0221  -0.0084  0.593
N  1.1496  0.7704  -1.0184  -0.332
N  1.4451  0.5984  1.2712  -0.563
C  -0.7718  0.9836  0.4487  -0.817
O  -2.8622  -0.0180  -0.2152  -0.618
H  2.1611  0.7681  -1.0732  0.218
H  2.3039  0.0874  1.1034  0.239
H  1.0080  0.4082  2.1633  0.291
H  0.4967  0.8576  -1.7860  0.279
H  -1.0884  1.7828  1.1094  0.403
H  -1.2681  -2.1934  0.1472  0.340
H  0.3166  -1.7051  -0.3952  0.356
H  -1.0465  -1.5615  -1.5024  0.278

Cartesian forces (eV/Å) of the 3 atoms listed first:
C -2.5056 0.6970 -0.0686
C 1.5224 2.4773 0.4086
C 2.5685 -1.5173 -1.5967

Results
Energy relative to the best compared isomer or geometry (same formula, charge and spin): 73.6 kcal per mole
Max |F|: 3.4 eV/Å



Formula: C69H54BiF9INO3P3Si
Source: the OMol25 dataset
Level of theory: the ωB97M-V functional and the def2-TZVPD basis

Last column: Mulliken charge in e.
CARTESIAN COORDINATES (ANGSTROEM)
Bi  -0.2881  -1.1484  0.0511  1.054
I  1.4758  2.6426  -1.6335  0.065
C  3.3483  2.1877  -2.5648  -0.113
C  4.5351  3.0847  -2.2468  2.030
C  5.4394  3.3404  -3.3929  -1.663
C  5.3192  2.7143  -4.5611  -1.184
C  4.2564  1.7623  -4.8490  1.249
C  4.2448  1.1081  -6.0794  -0.788
C  3.2845  0.1595  -6.3619  -1.131
C  2.3164  -0.1283  -5.4145  -0.076
C  2.2778  0.5265  -4.1837  0.232
P  1.0761  -0.0874  -2.9090  1.169
C  0.8521  -1.8616  -3.4119  0.385
C  1.6305  -2.7553  -2.6698  -0.766
C  1.4745  -4.1254  -2.8043  -0.322
C  0.5200  -4.6260  -3.6787  -0.621
C  -0.2768  -3.7512  -4.4045  -0.765
C  -0.1188  -2.3786  -4.2678  -0.051
C  -0.4815  0.6342  -3.5798  0.709
C  -0.4659  1.6915  -4.4874  -0.822
C  -1.6432  2.3110  -4.8765  -0.651
C  -2.8547  1.9000  -4.3456  -0.744
C  -2.8878  0.8468  -3.4465  -0.596
C  -1.7123  0.2140  -3.0751  -0.333
C  3.2533  1.5051  -3.8933  0.217
H  5.4194  4.7570  -1.3107  0.445
H  6.2207  4.0777  -3.2444  0.385
H  6.0307  2.9152  -5.3546  0.364
H  5.0171  1.3428  -6.8032  0.373
H  3.3001  -0.3748  -7.3037  0.414
H  1.5834  -0.8956  -5.6212  0.439
H  2.3561  -2.3564  -1.9665  0.129
H  2.0829  -4.7977  -2.2127  0.426
H  0.3874  -5.6961  -3.7801  0.404
H  -1.0274  -4.1421  -5.0813  0.410
H  -0.7627  -1.7085  -4.8252  0.452
H  0.4749  2.0413  -4.8915  0.335
H  -1.6137  3.1336  -5.5806  0.355
H  -3.7714  2.4069  -4.6196  0.373
H  -3.8258  0.5280  -3.0129  0.227
H  -1.7621  -0.6187  -2.3849  0.093
O  -0.6770  0.4511  2.1808  -0.791
P  0.2115  0.7838  3.3195  0.244
C  1.7809  1.5974  2.8492  -1.206
P  2.9505  0.6509  1.8040  0.189
O  2.3523  -0.4652  1.0461  -0.265
C  4.3063  0.0984  2.8792  0.921
C  4.9131  -1.0911  2.4816  -0.577
C  6.0887  -1.5093  3.0852  -0.723
C  6.6561  -0.7440  4.0939  -0.610
C  6.0421  0.4296  4.5096  -0.676
C  4.8774  0.8597  3.8940  -0.803
C  3.7301  1.8396  0.6669  1.143
C  4.2425  1.1851  -0.3904  -1.282
C  4.5560  1.6709  -1.7229  -0.668
C  4.4161  4.3160  -1.3605  -0.923
C  3.9325  4.2753  0.0559  -1.600
C  3.6895  3.2720  0.8985  0.049
C  0.4581  -0.6012  4.4608  1.009
C  -0.3875  -1.6957  4.3164  0.055
C  -0.4027  -2.6880  5.2832  -0.492
C  0.4140  -2.5773  6.3988  -0.617
C  1.2723  -1.4939  6.5326  -0.760
C  1.2965  -0.5028  5.5664  -0.792
C  -0.5857  1.9494  4.4703  1.118
C  -1.8966  1.6118  4.8040  -0.780
C  -2.5817  2.3352  5.7633  -0.594
C  -1.9600  3.4034  6.3980  -0.589
C  -0.6659  3.7571  6.0521  -0.723
C  0.0221  3.0336  5.0877  -0.364
H  2.2993  1.9577  3.7392  0.686
H  1.4347  2.4501  2.2541  0.207
H  4.4316  -1.6925  1.7205  0.409
H  6.5589  -2.4296  2.7637  0.460
H  7.5781  -1.0650  4.5623  0.380
H  6.4884  1.0190  5.3008  0.443
H  4.4175  1.7926  4.2007  0.367
H  4.2496  0.0992  -0.3324  0.276
H  5.1801  0.9933  -2.2961  0.408
H  3.7949  5.0463  -1.8932  0.425
H  3.8049  5.2747  0.4630  0.337
H  3.3765  3.5621  1.8974  0.355
H  -0.9937  -1.7792  3.4232  -0.016
H  -1.0503  -3.5464  5.1608  0.483
H  0.3926  -3.3430  7.1639  0.385
H  1.9191  -1.4211  7.3980  0.417
H  1.9773  0.3360  5.6666  0.329
H  -2.3677  0.7795  4.2929  0.306
H  -3.5991  2.0698  6.0196  0.439
H  -2.4843  3.9606  7.1639  0.361
H  -0.1855  4.5994  6.5338  0.425
H  1.0291  3.3274  4.8192  0.362
F  -0.9135  4.9200  -2.2770  -0.180
C  -1.0729  5.1501  -0.9682  -0.120
F  0.1072  5.6040  -0.4958  -0.213
F  -1.9501  6.1781  -0.8534  -0.310
C  -1.5243  3.8478  -0.2158  1.258
O  -0.8201  2.7829  -0.5498  0.404
C  -1.4068  4.1410  1.3252  0.365
F  -0.1183  4.0636  1.7249  -0.258
F  -2.0939  3.2388  2.0439  -0.269
F  -1.8456  5.3641  1.7092  -0.338
C  -3.0567  3.6399  -0.5326  0.061
F  -3.3767  2.3507  -0.4261  0.130
F  -3.3726  4.0277  -1.7857  -0.305
F  -3.8897  4.3245  0.2917  -0.335
C  -6.5923  -0.4068  -1.5428  -0.520
C  -6.2437  0.1891  -0.3390  -0.546
C  -5.1066  -0.2242  0.3370  -0.084
C  -4.2853  -1.2341  -0.1681  0.473
C  -4.6454  -1.8094  -1.3884  -0.316
C  -5.7867  -1.4080  -2.0671  -0.658
Si  -2.7425  -1.7557  0.8010  1.160
C  -2.7870  -3.6517  0.8691  0.411
C  -2.4722  -4.4200  -0.2541  0.109
C  -2.4700  -5.8045  -0.2052  -0.839
C  -2.7644  -6.4586  0.9833  -0.537
C  -3.0546  -5.7153  2.1174  -0.654
C  -3.0685  -4.3291  2.0544  -0.363
H  -7.4831  -0.0906  -2.0715  0.363
H  -6.8597  0.9801  0.0716  0.403
H  -4.8389  0.2493  1.2747  0.239
H  -4.0277  -2.5914  -1.8180  0.194
H  -6.0454  -1.8710  -3.0121  0.383
H  -3.1057  -1.3669  2.1874  -0.616
H  -2.2065  -3.9272  -1.1854  0.076
H  -2.2306  -6.3780  -1.0933  0.417
H  -2.7609  -7.5409  1.0246  0.347
H  -3.2733  -6.2196  3.0516  0.390
H  -3.3018  -3.7549  2.9455  0.332
N  0.1520  -2.8087  1.0161  0.067
C  1.1739  -3.5794  1.4358  -0.847
C  2.0528  -3.2306  2.4912  0.517
C  3.0330  -4.0948  2.9385  -1.000
C  3.2311  -5.3342  2.3395  -0.762
C  2.3845  -5.7006  1.2986  -0.752
C  1.3727  -4.8644  0.8681  -0.042
H  1.9493  -2.2594  2.9425  0.708
H  3.6667  -3.7894  3.7657  0.504
H  4.0195  -5.9950  2.6787  0.371
H  2.5221  -6.6602  0.8103  0.378
H  0.7040  -5.1674  0.0706  0.562

Cartesian forces (eV/Å) of the 3 atoms listed first:
Bi 0.6473 0.7446 0.3058
I 0.1994 0.4875 -0.0329
C -0.1275 -0.1834 0.2065

Results
Energy relative to the best compared isomer or geometry (same formula, charge and spin): 87.6 kcal per mole
Total charge: -1
Max |F|: 1.3 eV/Å



Formula: C3H4N2O3
Source: the OMol25 dataset
Level of theory: the ωB97M-V functional and the def2-TZVPD basis

Last column: Mulliken charge in e.
CARTESIAN COORDINATES (ANGSTROEM)
C  0.0311  -0.6724  -0.3167  0.670
C  1.3247  -0.2535  0.1820  -0.315
C  -0.0307  1.6867  0.6464  0.158
H  -2.1815  -1.2517  -0.8389  0.389
H  2.2126  -0.4722  -0.4655  0.269
H  1.6212  -0.4761  1.1451  0.239
H  -0.2105  2.8574  0.8135  0.305
N  -0.2807  -1.4703  -1.3240  -0.430
N  -1.1744  1.0848  0.6499  -0.276
O  -1.5438  -1.9115  -1.3439  -0.318
O  1.2421  1.2599  0.3488  -0.343
O  -1.0102  -0.3812  0.5034  -0.347

Cartesian forces (eV/Å) of the 3 atoms listed first:
C -2.4813 -3.0902 -1.7579
C 1.5466 2.6475 -2.4394
C -0.5527 2.1161 -0.5473

Results
Energy relative to the best compared isomer or geometry (same formula, charge and spin): 131.0 kcal per mole
Max |F|: 4.3 eV/Å



Formula: C5H5NO
Source: the OMol25 dataset
Level of theory: the ωB97M-V functional and the def2-TZVPD basis

Last column: Mulliken charge in e.
CARTESIAN COORDINATES (ANGSTROEM)
O  0.0263  -1.3748  1.6776  -0.478
C  -0.9108  -0.9383  1.0478  -0.013
C  -0.7682  0.2665  0.2118  -0.207
C  0.7883  0.7392  0.4937  -0.741
C  0.2616  0.5354  -0.8549  0.088
C  0.7137  -0.5149  -1.7327  0.075
N  1.0276  -1.3455  -2.4721  -0.410
H  -1.9193  -1.3611  1.1955  0.351
H  -1.7157  0.8165  0.0148  0.376
H  1.5460  0.0023  0.8139  0.257
H  0.9186  1.7053  0.9529  0.278
H  0.0319  1.4695  -1.3483  0.423

Cartesian forces (eV/Å) of the 3 atoms listed first:
O -0.6855 -0.8885 0.0452
C 0.4450 -0.5164 0.1749
C 0.8702 0.1542 0.6042

Results
Energy relative to the best compared isomer or geometry (same formula, charge and spin): 57.4 kcal per mole
Max |F|: 1.4 eV/Å



Please write out number 3 again, unchanged.
Formula: C4H8N2O
Source: the OMol25 dataset
Level of theory: the ωB97M-V functional and the def2-TZVPD basis

Last column: Mulliken charge in e.
CARTESIAN COORDINATES (ANGSTROEM)
C  -0.7429  -1.4527  -0.4594  -1.126
C  0.5780  0.6520  0.2150  0.460
C  -1.6791  0.0221  -0.0084  0.593
N  1.1496  0.7704  -1.0184  -0.332
N  1.4451  0.5984  1.2712  -0.563
C  -0.7718  0.9836  0.4487  -0.817
O  -2.8622  -0.0180  -0.2152  -0.618
H  2.1611  0.7681  -1.0732  0.218
H  2.3039  0.0874  1.1034  0.239
H  1.0080  0.4082  2.1633  0.291
H  0.4967  0.8576  -1.7860  0.279
H  -1.0884  1.7828  1.1094  0.403
H  -1.2681  -2.1934  0.1472  0.340
H  0.3166  -1.7051  -0.3952  0.356
H  -1.0465  -1.5615  -1.5024  0.278

Cartesian forces (eV/Å) of the 3 atoms listed first:
C -2.5056 0.6970 -0.0686
C 1.5224 2.4773 0.4086
C 2.5685 -1.5173 -1.5967

Results
Energy relative to the best compared isomer or geometry (same formula, charge and spin): 73.6 kcal per mole
Max |F|: 3.4 eV/Å



Copy entry 2 word for word.
Formula: C6H11Cl4N
Source: the OMol25 dataset
Level of theory: the ωB97M-V functional and the def2-TZVPD basis

Last column: Mulliken charge in e.
CARTESIAN COORDINATES (ANGSTROEM)
C  -1.3501  -0.6093  3.2966  -1.130
C  -1.9104  0.2028  2.1399  -0.372
C  -2.0127  -0.6242  0.8240  -0.431
C  -0.6653  -0.9381  0.2725  0.210
N  0.3948  -1.1899  -0.0536  -0.395
H  -1.3641  -0.1595  4.2575  0.356
H  -0.3071  -0.8164  3.0878  0.310
H  -1.9378  -1.5260  3.3984  0.294
H  -1.3149  1.0786  1.9411  0.317
H  -2.9252  0.4898  2.3733  0.294
H  -2.5073  -0.0657  -0.0006  0.244
H  -2.5165  -1.5665  0.9567  0.336
C  3.1170  0.5677  -0.7208  -0.045
Cl  3.6271  -0.7425  -1.7561  -0.143
Cl  3.7974  2.1146  -1.2369  -0.165
H  2.0425  0.6394  -0.7175  0.004
H  3.4574  0.2775  0.2557  0.324
C  0.5575  0.5461  -3.5481  -0.007
Cl  1.1506  0.7594  -5.1911  -0.165
Cl  -1.1872  0.7887  -3.3630  -0.172
H  0.7980  -0.4976  -3.2674  0.241
H  1.0561  1.2714  -2.9482  0.094

Cartesian forces (eV/Å) of the 3 atoms listed first:
C 0.0624 -0.6579 -0.9872
C -0.4656 -0.7219 -0.3422
C 1.0758 0.8303 -0.8165

Results
Energy relative to the best compared isomer or geometry (same formula, charge and spin): 0.0 kcal per mole
Max |F|: 2.1 eV/Å



> Which of these has the highest max |F|?

C6H9N3O



> The highest energy relative to the best compared isomer or geometry (same formula, charge and spin) belongs to which entry?

C3H4N2O3